Molecular formula: C6H9N
Method: DFT, ωB97M-V with the def2-TZVPD basis set

ΔE to the lowest compared entry with this formula, charge and spin: 732.75 kJ/mol
LUMO energy: 0.0073 hartree
Kohn-Sham gap: 7.50 eV

The geometry in XYZ format:
```
16
C6H9N (ωB97M-V with the def2-TZVPD basis set)
C 1.7526 -0.4439 -0.3037
N 0.7378 0.3423 -0.1194
C -0.2455 0.6737 1.0041
C -1.0034 1.4982 -0.0483
C -0.5532 0.3353 -0.9516
C -1.2049 -0.9479 -0.3624
C -1.0178 -0.6352 0.9541
H 2.0533 -0.6436 -1.3257
H 2.4430 -0.6471 0.5097
H 0.8544 -2.0823 -0.5375
H 0.1690 1.0841 1.9266
H -0.5099 2.4459 -0.2947
H -2.0752 1.6086 0.1143
H -0.4113 0.4520 -2.0288
H -0.0151 -2.0005 -0.5645
H -1.1051 -1.2989 1.8119
```